Formula: C40H42Cl3N5OPRhS
Source: the Open Molecules 2025 dataset
Level of theory: ωB97M-V/def2-TZVPD

Results
- gap between HOMO and LUMO (alpha / beta) (eV) = 8.271 / 5.471
- 2S+1 = 5
- ⟨S²⟩ = 6.0221
- HOMO level (alpha / beta) (Eh) = -0.473 / -0.477
- net charge = +2

The geometry in XYZ format:
```
94
C40H42Cl3N5OPRhS, DFT ωB97M-V/def2-TZVPD
Rh -0.365 1.880 -0.186
C 0.675 4.934 0.126
C 0.275 4.808 -1.341
N -0.758 3.787 -1.565
C -2.162 4.166 -1.337
C -2.468 4.347 0.137
N -1.880 3.272 0.976
C -1.223 3.734 2.221
C 0.308 3.581 2.168
N 0.799 3.615 0.779
H -0.062 5.519 0.674
H 1.612 5.485 0.192
H 1.147 4.504 -1.919
H -0.043 5.785 -1.717
H -0.681 3.451 -2.515
H -2.769 3.359 -1.744
H -2.424 5.083 -1.871
H -3.550 4.380 0.262
H -2.094 5.305 0.489
H -2.600 2.599 1.202
H -1.601 3.160 3.063
H -1.500 4.770 2.412
H 0.617 2.622 2.585
H 0.773 4.361 2.775
H 1.766 3.303 0.766
C 3.679 2.019 -5.867
C 2.376 2.459 -5.671
C 1.795 2.348 -4.419
C 2.516 1.791 -3.360
C 3.824 1.353 -3.554
C 4.399 1.467 -4.815
P 1.634 1.547 -1.797
C 2.822 1.219 -0.484
C 3.866 2.139 -0.310
C 4.708 2.036 0.788
C 4.513 1.021 1.720
C 3.480 0.112 1.553
C 2.628 0.209 0.458
C 0.450 0.202 -2.048
C 0.779 -1.084 -2.508
C -0.257 -1.921 -2.879
C -1.591 -1.493 -2.792
C -1.911 -0.233 -2.305
C -0.874 0.603 -1.898
H 4.137 2.108 -6.845
H 1.815 2.888 -6.492
H 0.772 2.684 -4.271
H 4.395 0.916 -2.744
H 5.412 1.122 -4.972
H 4.025 2.929 -1.038
H 5.523 2.740 0.912
H 5.178 0.933 2.572
H 3.343 -0.687 2.271
H 1.831 -0.516 0.332
H 1.813 -1.391 -2.613
H -0.038 -2.903 -3.281
H -2.385 -2.161 -3.110
H -2.949 0.072 -2.237
Cl -2.929 -7.041 -3.409
C -2.660 -6.148 -1.955
C -1.439 -5.542 -1.738
C -1.247 -4.831 -0.561
C -2.245 -4.713 0.400
C -1.942 -3.947 1.668
C -2.870 -2.750 1.925
N -2.131 -1.477 2.010
C -1.823 -0.751 3.136
C -1.145 0.344 2.702
N -1.030 0.296 1.318
C -1.609 -0.841 0.956
O -1.986 -4.773 2.814
C -0.698 -5.144 3.287
C -0.019 -3.973 3.930
C 0.920 -3.177 3.358
Cl 1.631 -3.366 1.797
S 1.418 -1.889 4.370
C 0.345 -2.392 5.607
C -0.353 -3.497 5.241
C -3.462 -5.340 0.145
Cl -4.776 -5.223 1.274
C -3.678 -6.053 -1.020
H -0.648 -5.646 -2.470
H -0.282 -4.366 -0.371
H -0.930 -3.549 1.547
H -3.382 -2.909 2.868
H -3.620 -2.641 1.145
H -2.115 -1.071 4.125
H -0.729 1.141 3.294
H -1.706 -1.206 -0.055
H -0.089 -5.561 2.482
H -0.873 -5.926 4.022
H 0.307 -1.853 6.543
H -1.074 -3.991 5.882
H -4.633 -6.530 -1.198
```

Charges in e, computed with Löwdin, in the same order as the atoms:
1. Rh 1.029
2. C -0.155
3. C -0.176
4. N -0.132
5. C -0.174
6. C -0.167
7. N -0.097
8. C -0.169
9. C -0.173
10. N -0.121
11. H 0.108
12. H 0.136
13. H 0.103
14. H 0.135
15. H 0.090
16. H 0.120
17. H 0.133
18. H 0.135
19. H 0.109
20. H 0.114
21. H 0.112
22. H 0.120
23. H 0.101
24. H 0.133
25. H 0.094
26. C -0.045
27. C -0.055
28. C -0.094
29. C -0.351
30. C -0.075
31. C -0.049
32. P 1.081
33. C -0.395
34. C -0.117
35. C -0.054
36. C -0.047
37. C -0.061
38. C -0.094
39. C -0.419
40. C -0.051
41. C -0.050
42. C -0.055
43. C -0.114
44. C -0.208
45. H 0.120
46. H 0.117
47. H 0.098
48. H 0.108
49. H 0.118
50. H 0.114
51. H 0.119
52. H 0.120
53. H 0.077
54. H 0.079
55. H 0.123
56. H 0.114
57. H 0.121
58. H 0.110
59. Cl 0.717
60. C -0.662
61. C -0.101
62. C -0.029
63. C -0.185
64. C -0.307
65. C -0.042
66. N -0.035
67. C -0.028
68. C -0.130
69. N -0.022
70. C -0.130
71. O -0.093
72. C -0.132
73. C -0.308
74. C -0.957
75. Cl 0.695
76. S 0.985
77. C -0.394
78. C -0.120
79. C -0.566
80. Cl 0.775
81. C -0.111
82. H 0.109
83. H 0.097
84. H 0.084
85. H 0.137
86. H 0.121
87. H 0.137
88. H 0.089
89. H 0.123
90. H 0.125
91. H 0.143
92. H 0.079
93. H 0.130
94. H 0.115